A structure of composition CH3OPS2. Source: the OMol25 dataset; level of theory: wB97M-V/def2-TZVPD.

Last column: Mulliken charge in e.
Atoms and positions in Å:
1 C 0.1919 -2.2367 -0.1860  -0.260
2 O 0.1191 2.3815 -0.6150  -0.449
3 P -0.8855 1.2836 0.0421  0.291
4 S 0.8698 -0.7155 -0.3247  -0.074
5 S -0.7662 1.4845 2.0375  -0.383
6 H 0.6120 -3.1427 -0.5854  0.286
7 H -0.8793 -2.0970 -0.0944  0.243
8 H 0.7381 3.0422 -0.2741  0.346

Forces on the atoms, in the same order (eV/Å):
C -0.1944 3.8699 -1.4602
O -0.2721 -0.4165 -1.1718
P 0.4700 1.2722 2.5742
S 0.3573 -2.6549 0.2357
S -0.2617 -0.3144 -2.0000
H 0.4238 -0.2946 0.5130
H -0.1931 -0.9749 0.5453
H -0.3299 -0.4869 0.7638

As for the energy relative to the best compared isomer or geometry (same formula, charge and spin): 0.213 eV. Its orbital gap is 0.250 hartree. The multiplicity is 1. The highest occupied orbital energy comes out at -8.41 eV.